{
  "formula": "C5H10O",
  "method": "ωB97M-V/def2-TZVPD",
  "energy_ha": -271.6914,
  "lumo_ev": 0.973,
  "smiles": "C[C@H]1CCC1=O.[H][H]",
  "multiplicity": 1,
  "orbital_gap_ev": 10.45,
  "homo_energy_ha": -0.3484,
  "elements": ["C", "C", "C", "C", "C", "O", "H", "H", "H", "H", "H", "H", "H", "H", "H", "H"],
  "coordinates": [[1.3703, -0.9584, 0.1819], [0.3119, 0.1113, 0.3986], [0.5378, 1.5364, -0.1821], [-0.8575, 1.5081, -0.8589], [-0.9391, 0.0306, -0.4801], [-1.6491, -0.8782, -0.8219], [1.0066, -1.9351, 0.5162], [1.6289, -1.0409, -0.8800], [2.2844, -0.7214, 0.7369], [0.0159, 0.1527, 1.4557], [0.6955, 2.3290, 0.5526], [1.3570, 1.5594, -0.9073], [-1.6176, 2.1042, -0.3424], [-0.9129, 1.7211, -1.9304], [-1.6476, -2.7695, 1.6595], [-1.6588, -2.4109, 1.0056]],
  "forces_ev_per_angstrom": [[0.0, -0.1, 0.0], [0.0, -0.1, 0.1], [0.2, 0.1, 0.0], [-0.1, 0.1, -0.1], [-0.3, -0.3, -0.1], [0.3, 0.4, 0.1], [0.1, 0.1, -0.1], [0.0, 0.0, 0.1], [-0.1, 0.0, -0.1], [0.0, 0.0, -0.2], [0.0, -0.1, -0.1], [-0.1, 0.0, 0.1], [0.1, -0.1, -0.1], [0.0, 0.0, 0.2], [0.0, 0.0, 0.0], [0.0, -0.1, 0.1]]
}

{
  "formula": "C4H3NS",
  "method": "ωB97M-V/def2-TZVPD",
  "energy_ha": -607.0211,
  "lumo_ev": -2.218,
  "smiles": "C=CC(=S)C#N",
  "multiplicity": 1,
  "orbital_gap_ev": 7.31,
  "homo_energy_ha": -0.3503,
  "elements": ["C", "C", "C", "S", "C", "N", "H", "H", "H"],
  "coordinates": [[0.2410, 1.0378, 0.7185], [0.7141, -0.1801, 0.4035], [-0.0373, -1.0272, -0.5419], [0.0957, -2.7162, -0.9633], [-1.0264, -0.2151, -1.0005], [-1.4595, 0.6714, -1.7603], [-0.8659, 1.5183, 0.6565], [0.8751, 1.6893, 1.4300], [1.4633, -0.7782, 1.0576]],
  "forces_ev_per_angstrom": [[-0.6, 2.4, 2.8], [0.5, -2.1, 1.4], [1.5, -4.2, 1.4], [0.0, 3.8, 1.0], [-5.0, 7.0, -8.4], [2.1, -5.9, 5.3], [3.0, -1.4, -0.9], [-1.0, -1.3, -1.1], [-0.6, 1.7, -1.6]]
}

{
  "formula": "C5H12N2O",
  "method": "ωB97M-V/def2-TZVPD",
  "energy_ha": -382.3993,
  "lumo_ev": 0.802,
  "multiplicity": 1,
  "orbital_gap_ev": 8.93,
  "homo_energy_ha": -0.2986,
  "elements": ["C", "C", "C", "N", "C", "H", "H", "H", "H", "H", "H", "H", "H", "H", "N", "C", "O", "H", "H", "H"],
  "coordinates": [[-0.4839, -1.2757, 1.0151], [0.7431, -1.0806, -1.1840], [-0.0644, -0.3557, -0.1165], [-2.2529, 0.8061, -0.0332], [-1.0976, 0.5439, -0.6923], [-2.7682, 1.6281, -0.3113], [-2.6806, 0.1368, 0.5888], [-1.1312, 0.6892, -1.7700], [-1.0605, -0.7458, 1.7765], [-1.0831, -2.1154, 0.6560], [1.0598, -0.3832, -1.9599], [0.1601, -1.8813, -1.6446], [1.6335, -1.5150, -0.7307], [0.4153, -1.6681, 1.4900], [2.1471, 0.8047, 0.5480], [0.7305, 0.9864, 0.4314], [0.2758, 1.8721, -0.4962], [2.5426, 1.3449, 1.3069], [2.5957, 1.0599, -0.3244], [0.3188, 1.1486, 1.4507]],
  "forces_ev_per_angstrom": [[-0.2, 0.1, -0.2], [-0.2, 0.2, 0.2], [1.3, 0.5, 1.0], [0.1, 0.2, -0.1], [0.8, 1.8, -0.7], [-0.2, -0.5, 0.0], [0.4, 0.4, 0.2], [0.1, 0.1, 0.1], [0.1, 0.0, 0.1], [0.0, -0.1, 0.0], [0.0, 0.0, 0.0], [0.0, 0.0, 0.0], [0.0, 0.0, 0.0], [0.0, 0.0, 0.0], [-0.1, 0.3, 0.0], [-0.7, -2.5, 0.4], [-1.7, -0.5, -0.7], [0.0, 0.0, -0.1], [0.0, 0.0, 0.1], [0.2, 0.1, -0.1]]
}

{
  "formula": "C24H17FIrN3O7S",
  "method": "ωB97M-V/def2-TZVPD",
  "energy_ha": -2218.0978,
  "s2": 6.009,
  "lumo_ev": [-0.385, -2.121],
  "multiplicity": 5,
  "orbital_gap_ev": [8.12, 6.73],
  "homo_energy_ha": [-0.3127, -0.3252],
  "elements": ["Ir", "O", "C", "O", "C", "C", "C", "C", "C", "N", "C", "O", "O", "H", "H", "H", "C", "C", "C", "C", "C", "C", "C", "F", "C", "C", "C", "O", "C", "C", "N", "C", "C", "O", "O", "H", "H", "H", "H", "H", "H", "H", "H", "H", "H", "H", "S", "C", "C", "N", "C", "H", "H", "H"],
  "coordinates": [[-0.0767, 2.2953, 1.3186], [-2.8134, 5.0962, 3.1006], [-2.0782, 4.4385, 2.3895], [-1.0236, 3.7881, 2.7297], [-2.3773, 4.3547, 0.8966], [-3.4364, 4.9923, 0.2837], [-3.5673, 4.8723, -1.0949], [-2.6205, 4.1506, -1.8122], [-1.5929, 3.5434, -1.1168], [-1.5009, 3.6340, 0.2050], [-0.4469, 2.7624, -1.7755], [-0.4280, 2.6991, -2.9935], [0.3746, 2.2680, -0.9355], [-4.1182, 5.5663, 0.8944], [-4.3915, 5.3517, -1.6070], [-2.6555, 4.0493, -2.8871], [1.8037, -5.1024, -0.2529], [2.5890, -3.8997, -0.7699], [2.9198, -3.9934, -2.2568], [1.6394, -4.0435, -3.0832], [0.6711, -2.9665, -2.6582], [-0.3477, -2.5712, -3.4981], [-1.2196, -1.5558, -3.1200], [-2.2014, -1.2135, -3.9663], [-1.0881, -0.8972, -1.9294], [-0.0467, -1.2623, -1.0704], [0.1777, -0.4881, 0.1465], [-0.7262, 0.2857, 0.5683], [1.4262, -0.7209, 0.7906], [2.1410, -1.8389, 0.4653], [1.8318, -2.6632, -0.5446], [0.8149, -2.3145, -1.4195], [2.0656, 0.2002, 1.8274], [2.8144, -0.3000, 2.6507], [1.8570, 1.4626, 1.6683], [2.3548, -6.0195, -0.4645], [0.8237, -5.1677, -0.7254], [1.6588, -5.0301, 0.8249], [3.5138, -3.8136, -0.1998], [3.5340, -4.8735, -2.4466], [3.4968, -3.1072, -2.5311], [1.1604, -5.0216, -2.9888], [1.8796, -3.9069, -4.1381], [-0.4593, -3.0321, -4.4717], [-1.7491, -0.0870, -1.6579], [3.0020, -2.0896, 1.0724], [-1.6933, 1.3626, 5.5312], [-0.0547, 1.8635, 5.5817], [0.5008, 1.7606, 4.3526], [-0.3553, 1.2910, 3.3865], [-1.5398, 1.0393, 3.8668], [0.3939, 2.2013, 6.5000], [1.5221, 1.9910, 4.0908], [-2.3585, 0.6599, 3.2734]],
  "forces_ev_per_angstrom": [[-0.1, 0.2, -0.3], [0.2, -0.2, 0.0], [-0.4, 0.3, -0.4], [0.5, -0.5, -0.1], [0.1, 0.0, 0.4], [0.0, 0.0, -0.1], [0.1, 0.0, 0.0], [-0.1, 0.1, 0.1], [0.5, -0.3, -0.2], [-0.1, -0.1, 0.1], [-0.6, 0.3, -0.1], [0.1, -0.1, 0.1], [0.5, -0.2, 0.5], [0.0, 0.0, 0.0], [0.0, 0.0, 0.0], [0.0, 0.0, 0.0], [0.1, 0.1, 0.0], [0.0, -0.3, -0.1], [-0.1, 0.1, 0.0], [0.0, 0.1, 0.0], [0.0, -0.1, -0.1], [0.1, 0.0, 0.0], [0.0, 0.0, 0.2], [0.0, 0.0, 0.0], [-0.1, 0.0, -0.1], [0.0, 0.0, 0.1], [0.3, -0.5, -0.1], [0.1, 0.5, 0.1], [-0.1, 0.6, 0.2], [-0.1, -0.2, 0.0], [0.2, 0.3, 0.1], [-0.2, 0.2, 0.0], [0.1, -1.0, -0.1], [-0.1, 0.3, -0.1], [-0.7, 0.7, -0.1], [0.0, 0.0, 0.0], [0.0, 0.0, 0.0], [0.0, 0.0, 0.0], [0.0, 0.1, 0.0], [0.0, 0.0, 0.0], [0.1, 0.0, 0.0], [0.0, 0.0, 0.0], [0.0, 0.0, 0.0], [0.0, 0.0, 0.0], [0.0, 0.0, 0.0], [0.0, 0.0, 0.0], [0.1, 0.0, -0.2], [-0.2, -0.1, 0.0], [0.0, -0.1, 0.2], [0.1, 0.1, -0.1], [-0.1, -0.1, 0.3], [0.0, 0.0, 0.0], [0.0, 0.0, -0.1], [0.0, 0.1, 0.0]]
}

Short version: relative energy (zero: lowest compared OMol25 entry of this formula, charge and spin) = 160.85; 228.13; 270.94; 21.26 kJ/mol, in the order given.